# C5H43N2O14

A cluster of 15 separate species, C5H43N2O14 in total (wB97M-V/def2-TZVPD, OMol25).

Structure (XYZ):
```
64
C5H43N2O14, DFT wB97M-V/def2-TZVPD
C 1.53503 -1.36606 1.05339
C 2.06669 -0.77285 -0.34753
C 1.20049 0.24825 -1.02451
C 1.09135 1.57380 -0.18672
N 1.63568 2.76113 -0.91234
C 1.72999 3.93728 -0.07357
N 0.12804 -1.87311 0.82734
H 1.45805 -0.57772 1.74297
H 2.31528 -2.15134 1.44416
H 3.02824 -0.14475 -0.02043
H 2.33095 -1.62378 -0.85609
H 0.14575 -0.06548 -1.17242
H 1.59123 0.58733 -2.04428
H 1.32105 1.40248 0.86957
H 0.06871 1.81939 -0.16717
H 2.64444 2.51456 -1.23135
H 0.96691 4.70315 -0.44269
H 2.76849 4.28925 -0.22626
H 1.43360 3.89760 0.98243
H 0.03595 -2.31294 -0.10079
H -0.65913 -1.29006 0.73992
H -0.04523 -2.64516 1.55434
H -2.65588 0.57144 0.84639
H -1.65859 0.33086 -0.23431
O -1.70594 0.35127 0.73654
H 0.99767 1.28387 2.89065
H 0.24844 1.72087 4.01507
O 0.92347 1.08894 3.80707
H 1.11079 -0.61090 4.27640
H 2.40844 -1.19232 4.50311
O 1.47592 -1.40057 4.68108
H 1.12695 3.15784 -3.73418
H 1.47937 1.79747 -3.38368
O 0.98591 2.16826 -4.13802
H -0.66943 -0.09233 -4.75958
H -0.96406 0.84272 -3.51492
O -1.31560 0.34252 -4.16535
H 4.74860 2.00305 0.94241
H 4.81891 1.43235 -0.59984
O 4.20961 1.68857 0.16221
H -0.24103 -2.10253 3.77023
H 1.06602 -2.87336 4.04334
O 0.17032 -2.81797 3.54423
H -1.65934 -4.12189 2.00621
H -1.50604 -4.87676 0.60282
O -1.09258 -4.20118 1.16333
H -3.08312 1.02637 3.20804
H -1.90827 0.59673 2.51419
O -2.19865 0.71309 3.38718
H -4.15099 0.78758 -0.14485
H -5.00826 -0.23828 0.63459
O -4.50269 0.58836 0.75877
H 1.27436 -3.16439 -2.12632
H 1.72864 -3.54258 -3.56496
O 1.01917 -3.01682 -3.10265
H -2.14373 -2.43754 -1.46441
H -1.13357 -1.50570 -2.40874
O -1.47583 -1.86408 -1.48918
H -3.65632 0.11867 -2.15723
H -2.75090 -0.78516 -1.30129
O -3.70997 -0.53989 -1.39686
H -2.78847 1.41923 -3.64673
H -3.63142 2.55418 -2.78597
O -2.97349 1.88906 -2.78279
```

As for the total energy: -37518.9162 eV. The calculation puts the HOMO energy at -11.74 eV. Its charge is +1. The value obtained for the orbital gap is 9.18 eV. The calculation puts the LUMO energy at -0.0942 Ha. The value obtained for the molar mass is 355.4 g/mol.

And the Löwdin charges, in e, turn out to be:
1. C -0.0958
2. C -0.1629
3. C -0.1680
4. C -0.2261
5. N -0.1395
6. C -0.1436
7. N 0.1468
8. H 0.0602
9. H 0.1740
10. H 0.1371
11. H 0.0550
12. H 0.0745
13. H 0.1169
14. H 0.0897
15. H 0.0772
16. H 0.1120
17. H 0.0943
18. H 0.0851
19. H 0.0731
20. H 0.1090
21. H 0.0706
22. H 0.1092
23. H 0.0295
24. H 0.0350
25. O -0.0761
26. H 0.0051
27. H 0.0604
28. O -0.0033
29. H -0.0012
30. H 0.0821
31. O -0.0663
32. H 0.1335
33. H -0.0250
34. O -0.1186
35. H 0.0970
36. H -0.0535
37. O -0.0166
38. H 0.0891
39. H 0.0966
40. O -0.0973
41. H -0.0658
42. H 0.1034
43. O -0.0449
44. H 0.1087
45. H 0.0628
46. O -0.0831
47. H 0.0394
48. H -0.0573
49. O -0.0210
50. H 0.0300
51. H 0.0711
52. O -0.0819
53. H 0.0562
54. H 0.0718
55. O -0.1047
56. H 0.0027
57. H 0.1375
58. O -0.0325
59. H 0.0588
60. H -0.0079
61. O -0.1048
62. H 0.0587
63. H 0.0391
64. O -0.0558

***

# C5H4AlO

A structure of composition C5H4AlO (wB97M-V/def2-TZVPD, OMol25).

Structure (XYZ):
```
11
C5H4AlO, DFT wB97M-V/def2-TZVPD
C -1.59159 -0.73099 -0.12252
H -1.88933 -1.13262 -1.09508
H -2.10859 1.19212 0.98850
H -2.21524 -0.75525 0.90590
C -1.61862 0.76762 0.10860
C -0.30444 -0.11895 -0.03815
C 1.00505 -0.20323 0.06219
C 2.25992 -0.30880 0.06954
O 3.44593 -0.44783 -0.01053
Al 4.73491 0.29362 -0.12280
H -1.71800 1.44430 -0.74565
```

As for the total energy: -13867.8463 eV. The calculation puts the HOMO energy (alpha / beta) at -18.11 / -18.06 eV. As for the multiplicity: 2. Its charge is +2. The value obtained for the orbital gap (alpha / beta) is 7.60 / 4.87 eV. As for the expectation value of S²: 0.75. The calculation puts the LUMO energy (alpha / beta) at -0.3862 / -0.4847 Ha. The value obtained for the molar mass is 107.1 g/mol.

And the Löwdin charges, in e, turn out to be:
1. C -0.0254
2. H 0.1528
3. H 0.1330
4. H 0.2312
5. C -0.0052
6. C -0.0068
7. C 0.1576
8. C -0.0673
9. O -0.0131
10. Al 1.3181
11. H 0.1251

***

# C5H4Br2N2O3

A cluster of 2 separate species, C5H4Br2N2O3 in total (wB97M-V/def2-TZVPD, OMol25).

Structure (XYZ):
```
16
C5H4Br2N2O3, DFT wB97M-V/def2-TZVPD
C 0.60251 -2.16260 -0.10276
C -0.45052 4.22646 1.42833
C -0.14599 -0.93830 -0.58362
C 1.90663 -2.23088 0.08994
C -0.69176 0.00333 0.27660
N -1.00869 3.26502 1.13745
N -0.59447 -0.96966 -1.95488
O -0.58708 -2.04275 -2.54625
O -0.91458 0.09074 -2.51044
O -1.60243 0.87246 -0.04671
Br 3.13524 -0.69727 0.08782
Br -0.13596 -0.14165 2.15252
H 0.09534 -3.12142 0.02330
H -0.32551 5.18696 1.80994
H 2.33384 -3.16627 0.47208
H -1.61658 1.82581 0.26668
```

As for the total energy: -154448.6132 eV. The calculation puts the HOMO energy (alpha / beta) at -6.22 / -9.75 eV. As for the multiplicity: 3. Its charge is 0. The value obtained for the orbital gap (alpha / beta) is 6.49 / 6.68 eV. As for the expectation value of S²: 2.01. The calculation puts the LUMO energy (alpha / beta) at 0.0100 / -0.1129 Ha. The value obtained for the molar mass is 299.9 g/mol.

And the Löwdin charges, in e, turn out to be:
1. C -0.1902
2. C 0.0337
3. C -0.1377
4. C -0.5064
5. C -0.6645
6. N 0.1144
7. N -0.3914
8. O 0.0280
9. O 0.0388
10. O 0.0045
11. Br 0.6265
12. Br 0.7260
13. H 0.1295
14. H 0.0573
15. H 0.0673
16. H 0.0641

***

# C5H4Cl2N2

A cluster of 2 separate species, C5H4Cl2N2 in total (wB97M-V/def2-TZVPD, OMol25).

Structure (XYZ):
```
13
C5H4Cl2N2, DFT wB97M-V/def2-TZVPD
C 2.26826 -0.45485 -0.69929
C 1.03791 -0.91762 -0.71612
C 1.24725 0.64882 0.81048
C -2.46274 1.32560 0.38930
C -0.95755 -0.39018 0.61844
N 2.35229 0.50720 0.22028
N 0.27751 -0.20038 0.16117
Cl -3.53693 0.67661 -0.66231
Cl -1.72678 -1.68537 -0.10403
H 3.09319 -0.69857 -1.40693
H 0.50441 -1.68381 -1.44792
H 1.02583 1.40439 1.55448
H -3.12264 1.46816 1.28246
```

As for the total energy: -33268.1973 eV. The calculation puts the HOMO energy (alpha / beta) at -8.07 / -8.38 eV. Its charge is 0. The value obtained for the orbital gap (alpha / beta) is 6.83 / 7.17 eV. The calculation puts the LUMO energy (alpha / beta) at -0.0458 / -0.0443 Ha. The value obtained for the molar mass is 163.0 g/mol.

And the Löwdin charges, in e, turn out to be:
1. C -0.1589
2. C -0.1373
3. C -0.1004
4. C -0.5347
5. C -0.5432
6. N 0.0662
7. N -0.1665
8. Cl 0.5395
9. Cl 0.6705
10. H 0.1273
11. H 0.1408
12. H 0.1366
13. H -0.0399

***

# C5H4Cl4

The molecule C5H4Cl4 (wB97M-V/def2-TZVPD, OMol25).

Structure (XYZ):
```
13
C5H4Cl4, DFT wB97M-V/def2-TZVPD
C -0.17148 -0.91270 -0.15324
C 1.15814 -0.96849 -0.10000
C -1.50611 -0.44048 -0.15397
C -1.76161 1.06974 -0.13624
C 2.00040 0.23644 0.29087
Cl -2.36833 -1.25698 1.24220
Cl -2.58305 -1.04663 -1.60168
Cl -1.60773 2.08745 -1.56453
Cl -1.19232 1.91499 1.31030
H 1.47551 -2.02836 -0.06565
H 3.02934 -0.16145 0.55272
H 1.43186 0.74035 1.05176
H 2.09540 0.76613 -0.67254
```

As for the total energy: -55334.5691 eV. The calculation puts the HOMO energy (alpha / beta) at -9.12 / -8.80 eV. Its charge is 0. The value obtained for the orbital gap (alpha / beta) is 8.32 / 7.72 eV. The calculation puts the LUMO energy (alpha / beta) at -0.0294 / -0.0394 Ha. The value obtained for the molar mass is 205.9 g/mol.

And the Löwdin charges, in e, turn out to be:
1. C -0.0874
2. C -0.1347
3. C -1.2037
4. C -1.0782
5. C -0.0792
6. Cl 0.5797
7. Cl 0.5018
8. Cl 0.5796
9. Cl 0.5823
10. H 0.1172
11. H 0.0961
12. H 0.0400
13. H 0.0864